--- i ---
C3H3O2Rb | wB97M-V/def2-TZVPD

```
9
Properties=species:S:1:pos:R:3:nbo_charge:R:1
Rb 4.461 2.412 1.705 0.999
O 1.685 1.275 0.362 -0.589
O -0.076 1.244 -1.096 -0.462
C 0.705 1.004 -0.225 1.043
C -1.840 -0.713 -0.730 0.012
C -1.110 -1.213 0.292 -0.637
H -1.349 -0.974 1.335 0.226
H -2.051 -0.978 -1.766 0.187
H -0.425 -2.058 0.122 0.221
```

Output
multiplicity	2
LUMO level (spin up / spin down)	-4.227 / -4.224	eV
gap between HOMO and LUMO (spin up / spin down)	7.29 / 8.14	eV
net charge	+1

---

--- ii ---
C3H3O2Rb | wB97M-V/def2-TZVPD

```
9
Properties=species:S:1:pos:R:3:nbo_charge:R:1
Rb 0.677 -1.150 0.794 0.995
O -2.986 0.657 4.981 -0.454
O -1.356 -0.126 3.541 -0.587
C 1.644 0.111 -2.673 -0.548
C 0.425 -0.380 -2.758 -0.107
C -2.165 0.224 4.301 1.042
H 1.820 1.198 -2.678 0.236
H -0.592 -0.003 -2.882 0.196
H 2.533 -0.530 -2.626 0.227
```

Output
multiplicity	2
LUMO level (spin up / spin down)	-3.950 / -4.119	eV
gap between HOMO and LUMO (spin up / spin down)	8.80 / 9.99	eV
net charge	+1

---

Relative to the most stable one, in hartree, the structures come out at i 0.0449; ii 0.0000.

---

--- i ---
C6H11N2O2 | wB97M-V/def2-TZVPD

```
21
Properties=species:S:1:pos:R:3:nbo_charge:R:1
O 2.113 -1.264 0.280 -0.385
O 1.036 0.728 -0.174 -0.266
N -0.459 -1.053 0.823 -0.556
N -2.434 0.283 0.451 -0.653
C 2.157 -0.125 -0.117 0.378
C -2.316 -0.582 -0.717 -0.257
C -1.381 1.230 0.482 -0.225
C -0.182 0.259 0.083 0.419
C -0.858 -1.027 -0.589 -0.047
C 3.420 0.614 -0.215 -0.712
H -1.311 -0.971 1.262 0.450
H -0.259 -1.622 -1.389 0.308
H 3.767 0.962 0.773 0.215
H -1.263 1.909 -0.373 0.208
H -2.536 0.107 -1.672 0.242
H 4.088 -0.092 -0.571 0.243
H 3.637 1.383 -0.905 0.246
H -2.892 -1.490 -0.600 0.247
H -1.348 1.644 1.408 0.236
H 0.338 -1.616 1.107 0.487
H -3.318 0.724 0.654 0.421
```

Output
multiplicity	3
LUMO level (spin up / spin down)	-2.857 / -8.756	eV
gap between HOMO and LUMO (spin up / spin down)	6.69 / 5.70	eV
net charge	+1

---

--- ii ---
C6H11N2O2 | wB97M-V/def2-TZVPD

```
21
Properties=species:S:1:pos:R:3:nbo_charge:R:1
O -1.340 -0.564 -0.091 -0.546
O -2.581 0.917 1.233 -0.529
N 2.226 -0.633 0.355 -0.097
N 0.535 1.332 0.454 -0.576
C 0.950 -1.427 0.195 -0.317
C -3.507 0.140 -0.803 -0.747
C 2.538 0.502 -0.401 -0.342
C -2.513 0.255 0.265 0.805
C 1.649 1.720 -0.035 0.184
C -0.299 -0.622 0.719 0.157
H 2.457 0.259 -1.450 0.259
H -4.590 0.378 -0.589 0.279
H -3.179 0.913 -1.504 0.260
H -0.375 -0.519 1.801 0.197
H 2.366 -0.493 1.307 0.385
H 1.073 -1.633 -0.864 0.240
H 2.020 2.642 -0.186 0.207
H -3.237 -0.758 -1.410 0.258
H 1.190 -2.363 0.822 0.257
H -0.109 2.051 0.857 0.407
H 3.516 0.790 0.001 0.261
```

Output
multiplicity	3
LUMO level (spin up / spin down)	-3.466 / -7.823	eV
gap between HOMO and LUMO (spin up / spin down)	6.66 / 6.41	eV
net charge	+1

---

Relative to the most stable one, in hartree, the structures come out at i 0.0859; ii 0.0000.

---

--- i ---
C4H3I | wB97M-V/def2-TZVPD

```
8
Properties=species:S:1:pos:R:3:nbo_charge:R:1
I 3.499 -0.076 -0.018 0.131
C 1.607 0.912 -0.005 -0.363
C 0.428 0.387 -0.035 -0.079
C -0.590 -0.377 0.021 0.039
C -1.834 -0.788 -0.047 -0.429
H -2.795 -0.242 -0.021 0.230
H 1.891 2.037 -0.035 0.249
H -2.207 -1.854 0.141 0.221
```

Output
SMILES	C=C=C=CI
LUMO level	-0.147	eV
gap between HOMO and LUMO	8.77	eV
net charge	0

---

--- ii ---
C4H3I | wB97M-V/def2-TZVPD

```
8
Properties=species:S:1:pos:R:3:nbo_charge:R:1
I -1.816 2.866 1.266 0.136
C 0.633 -1.232 -0.476 -0.084
C -0.359 0.778 -0.382 -0.025
C 1.210 -2.284 -0.618 -0.399
C -0.638 1.115 0.824 -0.394
H -0.673 0.654 1.814 0.276
H 1.974 -2.892 -0.975 0.228
H -0.331 0.995 -1.453 0.260
```

Output
LUMO level	-1.179	eV
gap between HOMO and LUMO	8.65	eV
net charge	0

---

Relative to the most stable one, in hartree, the structures come out at i 0.0000; ii 0.1160.

---

--- i ---
C36H41IN2OPtSSi | wB97M-V/def2-TZVPD

```
84
Properties=species:S:1:pos:R:3:lowdin_charge:R:1
Pt 0.675 0.610 0.077 1.067
I 1.445 3.255 -1.120 0.985
S -2.136 -2.432 2.729 0.914
Si 0.069 -1.959 -2.629 0.379
O -1.197 -2.183 1.597 -0.536
N 2.529 -0.347 -0.038 -0.063
N 0.989 -1.021 -1.501 -0.114
C -1.875 0.599 4.770 -0.042
C 2.961 -2.493 -1.033 -0.026
C -0.932 4.978 -1.024 -0.178
C 4.130 -2.550 -0.324 -0.071
C 3.691 -0.394 0.630 -0.344
C 2.146 -1.331 -0.907 -0.447
C -1.531 2.643 -0.571 -0.256
C 4.524 -1.480 0.511 -0.058
C -2.901 3.050 -0.619 -0.172
C -0.597 0.528 4.223 -0.182
C 0.316 -0.347 4.817 -0.044
C -1.219 1.282 -0.243 -0.314
C -3.354 -3.597 2.093 -0.227
C -3.612 0.781 -0.267 -0.079
C 1.083 -2.342 -4.162 -0.177
C -1.419 -0.953 -3.137 -0.167
C -1.917 -4.049 4.978 -0.102
C 0.698 -4.772 4.372 -0.070
C -1.297 -3.575 3.829 -0.394
C -3.244 4.410 -0.815 -0.039
C -0.028 -1.107 5.924 -0.080
C -1.282 2.382 2.624 -0.044
C -0.582 3.669 -0.830 -0.640
C -1.223 -4.903 5.817 -0.082
C 0.409 0.585 1.925 -0.128
C -3.930 2.090 -0.468 -0.048
C 0.086 -5.263 5.514 -0.084
C -2.223 -0.158 5.883 -0.082
C 4.043 0.810 1.447 -0.026
C -1.301 -1.008 6.469 -0.101
C 0.006 -3.921 3.519 -0.070
C -2.285 5.363 -0.990 -0.083
C 1.031 2.274 3.489 -0.022
C -0.508 -3.565 -1.849 -0.166
C -2.262 0.395 -0.137 -0.153
C -0.182 1.407 3.040 -0.517
H 1.476 -1.424 -4.609 0.031
H -1.868 -1.354 -4.052 0.031
H -3.985 -3.957 2.908 0.052
H 1.932 -2.995 -3.944 0.016
H -1.590 2.984 3.483 0.096
H 5.062 0.733 1.820 0.079
H -4.960 2.421 -0.526 0.108
H -1.698 -5.284 6.713 0.106
H 3.364 0.934 2.294 0.055
H -2.550 6.403 -1.132 0.103
H -4.296 4.675 -0.823 0.111
H -2.036 -0.633 0.119 0.064
H -2.619 1.248 4.328 0.105
H 1.321 -0.441 4.419 0.111
H -3.957 -3.055 1.365 0.049
H -0.896 3.057 1.864 0.079
H 0.628 -5.928 6.176 0.104
H 1.335 2.951 2.688 0.087
H 3.950 1.716 0.842 0.069
H -0.997 -4.205 -2.592 0.030
H 0.451 -3.520 2.619 0.106
H 0.701 -1.779 6.360 0.108
H -3.224 -0.075 6.290 0.104
H -1.572 -1.597 7.337 0.104
H 0.710 2.850 4.358 0.103
H -0.169 5.718 -1.229 0.080
H -2.155 1.876 2.213 0.086
H -1.213 -3.351 -1.043 0.011
H 5.470 -1.498 1.033 0.099
H 1.880 1.664 3.794 0.067
H 0.925 -0.285 2.356 0.053
H 2.649 -3.294 -1.690 0.089
H 0.461 -2.843 -4.912 0.028
H -1.148 0.092 -3.317 0.035
H -2.824 -4.421 1.614 0.068
H -2.183 -0.959 -2.356 0.010
H 4.771 -3.420 -0.412 0.105
H -4.395 0.035 -0.179 0.103
H 0.319 -4.133 -1.412 0.021
H 1.719 -5.052 4.141 0.107
H -2.928 -3.740 5.225 0.113
```

Output
LUMO level	-0.061	eV
gap between HOMO and LUMO	7.02	eV
net charge	0

---

--- ii ---
C36H41IN2OPtSSi | wB97M-V/def2-TZVPD

```
84
Properties=species:S:1:pos:R:3:lowdin_charge:R:1
Pt -0.862 0.998 -1.215 1.102
I -3.057 0.604 -3.328 1.069
S 2.697 -0.300 0.055 0.910
Si 0.393 3.896 0.853 0.368
O 1.835 0.918 0.124 -0.574
N -2.804 1.745 0.182 0.054
N -0.758 2.719 0.320 -0.135
C 0.230 0.858 -2.946 -0.279
C -0.148 0.017 -4.049 -0.274
C 1.491 4.328 -0.590 -0.173
C -0.644 -3.218 3.191 -0.075
C -2.686 -2.094 -0.417 -0.018
C -3.981 1.361 0.708 -0.357
C 0.262 -3.798 0.640 -0.030
C 2.544 0.707 -3.733 -0.075
C 0.844 -0.534 -4.900 -0.170
C 0.481 -1.423 -5.943 -0.037
C -1.496 -0.295 -4.387 -0.650
C -3.288 2.060 2.884 -0.082
C 2.615 -2.082 4.241 -0.087
C 3.317 -2.225 1.946 -0.094
C 4.382 0.302 0.160 -0.222
C -1.859 2.352 0.965 -0.505
C 1.500 3.426 2.289 -0.173
C -4.264 1.497 2.049 -0.071
C -1.053 -2.453 2.112 -0.039
C -0.897 -0.466 -0.133 -0.134
C 0.669 -4.574 1.720 -0.082
C -0.565 -2.366 -1.700 -0.044
C -1.142 -1.909 -0.364 -0.524
C -2.106 2.501 2.364 -0.045
C 1.943 -0.900 3.970 -0.067
C -0.822 -1.728 -6.189 -0.079
C -0.589 5.421 1.333 -0.175
C 0.218 -4.290 2.998 -0.096
C 1.556 1.217 -2.862 -0.135
C -0.612 -2.733 0.818 -0.174
C -5.017 0.830 -0.243 -0.064
C -1.836 -1.132 -5.410 -0.160
C 2.662 -1.026 1.694 -0.389
C 2.204 -0.178 -4.708 -0.034
C 3.297 -2.748 3.228 -0.087
C 1.959 -0.366 2.687 -0.065
H 3.841 -2.741 1.150 0.113
H 1.439 0.551 2.439 0.090
H 4.438 0.991 1.002 0.068
H 4.592 0.821 -0.774 0.048
H 2.050 4.302 2.643 0.032
H -0.918 -0.171 0.921 0.078
H -1.091 -2.404 -6.990 0.104
H 1.337 -5.409 1.553 0.106
H -4.771 -0.179 -0.575 0.044
H 1.271 -1.848 -6.551 0.111
H -1.337 2.920 2.997 0.083
H 5.066 -0.535 0.292 0.055
H 1.398 -0.393 4.756 0.109
H -2.876 -1.326 -5.633 0.087
H 1.936 5.316 -0.454 0.029
H 0.538 -4.892 3.838 0.105
H -1.005 -2.981 4.183 0.108
H -0.969 -1.745 -2.492 0.044
H 3.576 1.010 -3.606 0.102
H -5.068 1.465 -1.128 0.048
H -5.997 0.809 0.229 0.077
H -1.274 5.681 0.523 0.032
H -0.837 -3.403 -1.905 0.099
H -1.742 -1.633 2.285 0.114
H 0.953 3.013 3.140 0.018
H 0.927 4.332 -1.525 0.030
H 2.304 3.606 -0.681 0.010
H 1.861 1.907 -2.088 0.057
H 2.223 2.680 1.961 -0.001
H 2.952 -0.604 -5.365 0.111
H 3.807 -3.678 3.439 0.108
H -3.475 2.145 3.948 0.104
H 2.598 -2.497 5.240 0.106
H -1.186 5.260 2.232 0.018
H -3.086 -1.595 -1.298 0.024
H -5.223 1.185 2.440 0.097
H 0.627 -4.047 -0.346 0.104
H -2.900 -3.162 -0.471 0.104
H -3.175 -1.681 0.466 0.081
H 0.521 -2.264 -1.722 0.091
H 0.064 6.279 1.515 0.026
```

Output
LUMO level	-0.707	eV
gap between HOMO and LUMO	5.93	eV
net charge	0

---

Relative to the most stable one, in hartree, the structures come out at i 0.0000; ii 0.0897.

---

--- i ---
CH4ClN2 | wB97M-V/def2-TZVPD

```
8
Properties=species:S:1:pos:R:3:nbo_charge:R:1
Cl -1.245 -1.584 -0.630 0.174
N 0.736 -0.530 0.661 -0.737
N -0.379 1.022 -0.758 -0.708
C -0.198 -0.267 -0.219 0.501
H 0.057 1.737 -0.186 0.438
H 1.120 -1.407 0.917 0.447
H -1.299 0.994 -1.136 0.437
H 1.208 0.035 1.351 0.447
```

Output
SMILES	NC(=[NH2+])Cl
LUMO level	-5.039	eV
gap between HOMO and LUMO	11.76	eV
net charge	+1

---

--- ii ---
CH4ClN2 | wB97M-V/def2-TZVPD

```
8
Properties=species:S:1:pos:R:3:nbo_charge:R:1
Cl -0.217 1.333 1.707 0.070
N -0.987 0.240 -0.624 -0.727
N 1.043 -0.559 0.209 -0.728
C -0.021 0.183 0.241 0.579
H -1.762 0.873 -0.476 0.460
H 1.227 -1.213 -0.550 0.443
H -1.013 -0.343 -1.457 0.442
H 1.730 -0.514 0.951 0.461
```

Output
SMILES	NC(=[NH2+])Cl
LUMO level	-4.298	eV
gap between HOMO and LUMO	12.61	eV
net charge	+1

---

Relative to the most stable one, in hartree, the structures come out at i 0.0234; ii 0.0000.

---

--- i ---
C7H7N | wB97M-V/def2-TZVPD

```
15
Properties=species:S:1:pos:R:3:nbo_charge:R:1
N -0.488 -0.711 -2.246 -0.524
C -0.063 0.490 0.066 -0.009
C -1.264 0.213 0.045 -0.005
C 1.085 1.065 0.730 -0.463
C 0.472 -0.236 -1.670 0.314
C -2.155 -0.609 -0.671 -0.277
C -1.719 -1.092 -1.822 -0.006
C 1.692 0.077 1.698 -0.599
H 1.874 1.520 -0.030 0.232
H 1.767 -0.889 1.231 0.218
H -2.394 -1.572 -2.474 0.213
H 0.966 -0.202 2.416 0.212
H -3.192 -0.609 -0.481 0.238
H 0.823 2.019 1.157 0.236
H 2.595 0.536 2.052 0.218
```

Output
LUMO level	0.198	eV
gap between HOMO and LUMO	9.38	eV
net charge	0

---

--- ii ---
C7H7N | wB97M-V/def2-TZVPD

```
15
Properties=species:S:1:pos:R:3:nbo_charge:R:1
N 0.523 0.211 1.933 -0.428
C 1.982 -0.516 -1.981 -0.246
C -0.557 -0.893 0.064 -0.243
C -0.320 1.273 1.777 0.025
C -1.283 0.244 -0.094 -0.192
C 0.457 -0.765 1.039 0.053
C -1.271 1.279 0.808 -0.262
C 0.892 -0.787 -2.215 -0.241
H -0.652 -1.809 -0.642 0.226
H -1.668 2.402 0.678 0.224
H -0.223 2.075 2.444 0.192
H -0.109 -1.396 -2.378 0.250
H 2.890 -0.169 -1.578 0.233
H 1.362 -1.481 1.044 0.194
H -2.024 0.332 -0.897 0.214
```

Output
SMILES	c1ccncc1.C#C
LUMO level	0.853	eV
gap between HOMO and LUMO	10.34	eV
net charge	0

---

Relative to the most stable one, in hartree, the structures come out at i 0.0320; ii 0.0000.